C10H28BrFN3O6P | ωB97M-V with the def2-TZVPD basis set

Computed properties:
Electronic energy: -4028.38451 a.u.
SMILES: N#C[C@H]([PH2]=N)[C@@](F)(Br)C#N.CO.CO.CO.CO.CO.CO
ΔE to the lowest compared entry with this formula, charge and spin: 5.012 eV
Frontier orbital gap: 7.833 eV
Strongest force on any atom: 0.246 Eh/bohr
HOMO: -9.34 eV
M: 416.22 g mol⁻¹

```
50
Properties=species:S:1:pos:R:3:lowdin_charge:R:1
N -1.5014 2.3781 1.5157 0.14
C -1.3690 1.1297 1.1177 -0.10
C -1.0516 -0.2185 0.2388 -0.38
P -2.5600 -1.4003 0.4247 0.72
N -3.7419 -0.8436 -0.5854 -0.32
C 0.3735 -0.8292 0.7766 -0.69
F 1.2837 0.2787 1.2513 -0.10
Br 0.1868 -2.1614 2.2688 0.75
C 1.0847 -1.5787 -0.5160 -0.11
N 1.7270 -2.3056 -1.3847 0.13
H -0.9232 0.0066 -0.9027 0.15
H -3.1326 -1.3778 1.7617 0.03
H -2.2339 -2.7894 0.1086 0.03
H -4.0021 -1.6105 -1.2723 -0.03
C -6.8553 -3.7726 -1.6370 -0.16
O -5.7673 -2.8811 -1.7969 -0.16
H -7.0807 -3.8707 -0.5725 0.08
H -7.7309 -3.3775 -2.1578 0.08
H -6.5879 -4.7516 -2.0422 0.08
H -5.5903 -2.8141 -2.7507 0.09
C 2.8060 -1.8886 5.8469 -0.17
O 1.6006 -1.2092 5.5475 -0.15
H 2.7599 -2.2581 6.8739 0.08
H 2.9291 -2.7324 5.1635 0.07
H 3.6481 -1.1994 5.7474 0.08
H 1.6708 -0.8929 4.6307 0.04
C -4.1398 2.4729 -3.0885 -0.17
O -3.4501 1.2400 -2.9965 -0.16
H -3.9321 2.9243 -4.0615 0.08
H -5.2142 2.2985 -2.9920 0.07
H -3.7960 3.1436 -2.2973 0.07
H -3.6533 0.8632 -2.1234 0.01
C 1.3659 4.4606 1.8011 -0.18
O 0.5237 5.2751 1.0065 -0.14
H 2.2249 5.0510 2.1287 0.08
H 0.8138 4.1082 2.6759 0.07
H 1.7151 3.6103 1.2103 0.05
H -0.2290 4.7246 0.7307 0.06
C 4.9168 -3.1700 -3.4213 -0.18
O 5.6585 -2.1514 -2.7760 -0.14
H 5.5798 -3.7217 -4.0918 0.08
H 4.5076 -3.8536 -2.6733 0.07
H 4.1072 -2.7206 -4.0015 0.07
H 5.0444 -1.6793 -2.1881 0.07
C 4.9725 3.5553 -0.0263 -0.15
O 3.6903 3.0354 0.2734 -0.15
H 5.2727 4.2411 0.7694 0.08
H 5.6932 2.7362 -0.0894 0.07
H 4.9349 4.0957 -0.9752 0.08
H 3.4508 2.4308 -0.4495 0.08
```

C20H21CeN3O3S | ωB97M-V with the def2-TZVPD basis set

Computed properties:
Electronic energy: -2037.21226 a.u.
Frontier orbital gap (spin up / spin down): 3.804 / 3.813 eV
Strongest force on any atom: 0.059 Eh/bohr
HOMO (spin up / spin down): -14.79 / -14.79 eV
Charge: +2
M: 523.59 g mol⁻¹

```
49
Properties=species:S:1:pos:R:3:lowdin_charge:R:1
C -2.2434 1.5548 2.2973 0.01
C -2.1986 -1.4005 2.4374 0.01
H -1.2755 2.0420 2.5176 0.05
H -2.8149 1.3754 3.2078 0.08
H -2.8052 2.1561 1.5466 0.06
H -1.7860 -2.2119 1.7749 0.04
H -1.5865 -1.3170 3.3342 0.05
H -3.2629 -1.5833 2.6341 0.07
C -0.7971 2.7011 -1.4942 -0.07
C -0.6117 3.5000 -2.6329 0.01
C -0.4185 2.8697 -3.8664 0.02
C -0.4533 1.4732 -3.9103 0.04
H -0.9481 3.1539 -0.5089 0.13
H -0.6250 4.5850 -2.5465 0.13
H -0.2552 3.4592 -4.7667 0.14
H -0.3398 0.9475 -4.8541 0.12
N -0.8137 1.3431 -1.5331 -0.03
C -0.6585 0.7084 -2.7406 -0.16
C -0.7975 -0.7779 -2.7503 -0.15
N -1.0130 -1.3912 -1.5410 -0.02
C -1.2567 -2.7265 -1.5170 -0.07
C -1.0277 -2.9269 -3.9050 0.01
C -1.2732 -3.5298 -2.6681 0.01
H -1.4579 -3.1581 -0.5315 0.12
H -1.4839 -4.5948 -2.5872 0.13
C -0.7989 -1.5479 -3.9360 0.04
H -0.6455 -1.0381 -4.8827 0.12
H -1.0272 -3.5211 -4.8168 0.14
Ce -1.3849 0.0200 0.5231 1.15
C -3.6837 0.0122 -0.2263 -0.07
H -4.0421 -1.0262 -0.3602 0.06
H -3.8138 0.5921 -1.1569 0.06
H -4.2158 0.4947 0.6218 0.06
O 0.1384 0.3637 3.2679 0.05
C 1.1040 0.1967 2.4943 -0.44
N 0.9664 0.0460 1.1314 -0.20
S 2.3753 -0.1518 0.2541 0.67
O 2.3676 -1.4612 -0.3383 -0.27
O 2.5946 1.0113 -0.5635 -0.27
C 3.3374 -0.0914 1.7395 -0.21
C 4.7164 -0.2137 1.8765 0.00
C 5.2616 -0.1386 3.1669 -0.02
C 4.4411 0.0611 4.2884 -0.02
C 3.0599 0.1820 4.1357 0.03
C 2.5378 0.1081 2.8450 -0.14
H 5.3255 -0.3644 0.9865 0.13
H 6.3383 -0.2376 3.3004 0.13
H 4.8815 0.1223 5.2856 0.13
H 2.3695 0.3301 4.9677 0.13
```